No. 1
12
Properties=species:S:1:pos:R:3:mulliken_charge:R:1 method="wB97M-V/def2-TZVPD" homo_energy_ha=-0.2772 smiles="N/C=C/C(N)=O" relative_energy_ev=2.005 multiplicity=1
H -2.98 -0.88 0.11 0.24
H 1.23 -0.46 -1.44 0.34
C 1.10 -0.01 -0.45 0.26
O -0.58 -1.43 -0.43 -0.68
C -0.06 0.72 -0.11 -1.08
C -1.06 -0.28 -0.13 0.73
N 2.27 0.10 0.22 -0.45
H 2.22 0.40 1.18 0.26
N -2.38 -0.07 0.12 -0.43
H 3.01 -0.56 -0.02 0.26
H -0.11 1.70 0.35 0.33
H -2.68 0.77 0.59 0.20

No. 2
5
Properties=species:S:1:pos:R:3:mulliken_charge:R:1 method="wB97M-V/def2-TZVPD" homo_energy_ha="-0.3191 / -0.3194" relative_energy_ev=2.693 multiplicity=1
H -0.95 -1.15 -0.28 0.13
S 2.55 0.05 -0.04 -0.29
P -0.13 -0.08 0.04 -0.07
H -0.64 0.82 -0.87 0.12
H -0.82 0.37 1.15 0.12

No. 3
23
Properties=species:S:1:pos:R:3:mulliken_charge:R:1 method="wB97M-V/def2-TZVPD" homo_energy_ha=-0.5119 smiles="CC(=O)NN[N+](C)(C)C" relative_energy_ev=3.721 charge=+1 multiplicity=1
N -1.16 -0.16 -0.01 0.12
H 4.28 -0.15 -0.05 0.36
O 2.03 -1.47 -0.02 -0.49
H 0.20 -0.18 1.37 0.41
C -2.21 -1.02 -0.77 -0.85
H -3.02 -1.32 -0.18 0.43
H -2.55 -0.51 -1.69 0.40
H 1.26 1.51 -0.83 0.29
N -0.06 -0.12 -0.95 -0.41
C -0.67 -0.84 1.20 -0.80
H -0.55 0.42 -1.71 0.35
C 2.14 -0.27 -0.10 0.63
H -1.08 1.95 0.60 0.32
H -2.53 0.84 1.12 0.36
H -2.35 1.61 -0.67 0.33
C -1.88 1.09 0.29 -0.71
C 3.43 0.49 0.12 -1.13
H 3.52 0.64 1.19 0.29
N 1.06 0.59 -0.47 -0.28
H -1.80 -1.96 -1.06 0.38
H 3.53 1.37 -0.47 0.37
H -1.31 -0.70 2.10 0.27
H -0.29 -1.82 0.97 0.37

No. 4
67
Properties=species:S:1:pos:R:3:lowdin_spin:R:1 method="wB97M-V/def2-TZVPD" homo_energy_ha="-0.5798 / -0.5798" charge=+2 multiplicity=2
H 3.18 8.49 5.83 0.00
C 5.77 10.46 7.38 0.07
O 5.15 12.65 3.26 0.00
C 6.43 11.77 6.88 0.01
H 10.02 11.96 4.87 0.00
H 4.74 12.88 2.43 0.00
H 6.33 9.80 0.55 0.00
H 10.53 13.36 3.86 0.00
H 9.34 8.19 5.00 0.00
C 8.00 13.04 0.63 0.00
H 6.47 7.99 2.77 0.00
C 4.94 7.68 6.70 0.01
H 8.52 13.59 4.83 0.00
H 7.28 12.17 7.43 0.00
H 8.14 9.60 8.62 0.02
H 4.43 15.29 5.01 0.00
H 7.75 9.52 5.76 0.01
O 8.55 12.97 4.10 0.00
H 3.28 13.21 3.87 0.00
H 3.31 8.81 7.53 0.00
C 6.23 7.95 7.51 0.05
C 7.31 6.98 6.92 0.01
H 8.58 13.21 -0.28 0.00
Na 6.93 10.85 3.13 0.00
C 9.33 9.25 4.76 0.00
H 8.29 7.17 7.35 0.00
C 5.88 7.53 8.98 0.06
H 6.99 5.96 7.13 0.00
C 6.14 8.73 0.44 0.00
O 8.02 9.63 4.85 0.02
C 4.50 10.21 6.46 0.02
H 7.10 8.21 0.42 0.00
C 4.78 14.71 4.16 0.00
C 5.25 10.79 8.81 0.07
C 9.80 12.56 3.99 0.00
C 4.32 13.30 4.19 0.00
H 8.57 11.10 0.58 0.00
H 9.99 9.63 5.54 0.00
H 4.52 15.18 3.21 0.00
H 5.87 14.72 4.25 0.00
H 5.81 6.45 9.05 0.01
H 7.37 7.20 5.86 0.00
H 4.44 12.97 5.22 0.00
C 5.16 8.26 1.51 0.00
H 5.68 12.55 6.75 0.00
C 3.89 8.79 6.60 0.00
H 5.00 11.85 8.85 0.01
O 5.80 8.67 2.73 0.00
H 6.61 7.91 9.70 0.00
H 4.92 7.85 9.40 0.00
H 6.14 10.52 9.36 0.00
H 5.72 8.52 -0.55 0.00
H 4.41 10.29 9.30 0.00
H 6.99 13.42 0.49 0.00
O 8.08 9.60 7.66 0.05
H 4.60 6.69 7.01 0.00
H 4.22 8.78 1.34 0.00
H 6.79 11.64 5.86 0.00
H 9.78 11.86 3.15 0.00
N 6.72 9.36 7.30 0.59
H 3.73 10.95 6.64 0.00
H 5.06 7.18 1.51 0.00
H 8.45 13.60 1.44 0.00
H 4.88 10.16 5.43 0.00
H 9.71 9.53 3.78 0.00
O 7.79 11.62 0.82 0.00
H 5.19 7.54 5.65 0.00